No. 1
Formula: C7H14Si3
Source: OMol25
Level of theory: the ωB97M-V functional and the def2-TZVPD basis

The geometry in XYZ format:
```
24
Properties=species:S:1:pos:R:3:forces:R:3:nbo_charge:R:1
C -3.190 0.356 -0.855 -3.28 2.07 -0.27 -0.222
C -2.885 1.063 0.252 -1.22 2.26 2.48 -0.203
C -2.579 -0.798 -1.105 2.32 -0.12 0.34 -0.225
C -1.987 0.581 1.144 1.69 -1.21 2.21 -0.212
C -1.504 -1.210 -0.354 -0.64 -0.96 1.95 -0.182
C -1.278 -0.634 0.955 -1.07 0.45 -4.52 -0.113
C -0.217 -1.067 1.729 3.34 -0.13 -0.33 -0.442
Si 0.457 1.685 -0.794 2.66 -0.43 -0.94 0.401
Si 3.247 -1.286 -0.375 -1.07 1.83 -1.17 0.441
Si 1.949 0.471 0.636 -1.86 -0.97 -0.08 0.217
H -4.085 0.703 -1.386 0.64 -0.26 -0.42 0.214
H -3.468 1.961 0.615 0.71 -0.94 -0.98 0.218
H -2.687 -1.123 -2.059 -0.62 -1.93 -2.59 0.208
H -1.773 1.055 2.109 -0.28 0.28 -0.43 0.209
H -1.030 -2.139 -0.661 0.39 0.23 0.17 0.210
H -0.196 -0.722 2.694 0.15 0.91 2.42 0.194
H 0.394 -1.968 1.634 -0.82 0.04 -0.51 0.220
H -0.421 0.797 -1.552 -0.09 0.07 -0.21 -0.128
H 1.655 2.240 -1.802 -1.79 -0.31 1.17 -0.116
H -0.287 2.662 -0.018 0.01 0.52 0.02 -0.125
H 4.432 -0.805 -1.081 0.20 0.40 -0.35 -0.139
H 3.815 -2.212 0.478 0.50 -1.51 1.64 -0.152
H 2.374 -1.953 -1.371 -0.05 -0.01 0.13 -0.131
H 2.668 1.555 1.355 0.18 -0.29 0.25 -0.142
```
Forces are in eV/Å.

## Properties
- energy above the lowest of the compared OMol25 structures with the same formula, charge and spin (kJ/mol) = 249.5
- Kohn-Sham gap (spin up / spin down) (Ha) = 0.2420 / 0.2356
- LUMO (spin up / spin down) (eV) = -0.743 / -0.781
- HOMO (spin up / spin down) (eV) = -7.33 / -7.19


No. 2
Formula: C21H29Br2SiSn
Source: OMol25
Level of theory: the ωB97M-V functional and the def2-TZVPD basis

The geometry in XYZ format:
```
54
Properties=species:S:1:pos:R:3:forces:R:3:nbo_charge:R:1
C 0.432 2.496 -3.506 0.14 0.68 -0.47 -1.104
Si -0.216 0.916 -2.732 -0.41 -0.10 -0.21 0.833
C 0.372 -0.443 -3.892 0.09 -0.50 -0.47 -1.103
H 0.796 0.478 -0.998 -0.67 0.56 0.05 0.225
C -2.102 1.008 -3.050 -1.50 0.21 0.13 -1.295
Sn -3.103 0.944 -1.115 1.24 -0.26 -1.26 1.563
C -5.240 0.981 -1.283 -0.28 -0.08 1.04 -1.083
C -2.508 -0.957 -0.295 -0.26 -0.12 0.53 -1.074
C -2.419 2.658 -0.010 -0.24 0.14 0.64 -1.077
H 0.130 2.698 -4.539 -0.17 -0.04 -0.16 0.193
H 0.120 3.344 -2.905 -0.20 0.32 0.14 0.207
H 1.515 2.534 -3.492 0.41 -0.14 0.05 0.212
H 0.019 -0.451 -4.929 -0.15 0.08 -0.09 0.191
H 1.458 -0.451 -3.923 0.34 0.07 0.00 0.209
H 0.096 -1.388 -3.428 -0.13 -0.30 -0.07 0.209
H -2.507 1.932 -3.523 0.43 -0.40 -0.06 0.216
H -2.532 0.144 -3.598 0.31 0.32 0.06 0.221
H -5.656 0.939 -0.246 0.07 0.04 -0.84 0.214
H -5.560 1.902 -1.767 -0.10 -0.03 -0.01 0.220
H -5.585 0.112 -1.846 -0.02 0.13 0.04 0.223
H -2.869 -0.969 0.745 0.16 -0.27 -0.16 0.200
H -2.970 -1.806 -0.823 0.07 0.37 0.06 0.220
H -1.417 -1.090 -0.280 -0.52 0.18 -0.15 0.248
H -2.667 2.503 1.058 0.23 0.23 -0.37 0.211
H -1.335 2.813 -0.117 -0.40 -0.20 -0.03 0.239
H -2.944 3.565 -0.348 0.15 -0.30 0.07 0.217
Br -0.620 -6.200 5.070 0.10 -0.09 -0.11 0.021
C -0.385 -4.667 3.972 -0.09 1.24 0.20 -0.115
C -1.474 -3.779 3.847 0.18 -0.38 0.35 -0.228
C -1.299 -2.585 3.168 -0.20 0.15 0.17 -0.207
C -0.060 -2.253 2.615 0.68 0.56 -0.79 -0.024
C -0.025 -0.965 1.856 0.67 0.09 -0.72 -0.258
C 0.909 -0.695 0.881 -1.60 0.65 1.99 -0.112
C 1.085 0.585 0.095 1.51 0.74 4.53 -0.520
C 2.561 1.027 0.265 -0.72 -0.86 -0.35 0.002
C 2.825 2.345 0.623 0.88 1.00 0.20 -0.214
C 4.136 2.796 0.841 0.78 0.26 -0.15 -0.222
C 5.243 1.921 0.651 -2.03 0.82 0.53 -0.129
Br 6.991 2.513 1.071 0.05 -0.02 -0.11 0.024
C 4.984 0.619 0.284 -0.37 -0.43 -0.28 -0.252
C 3.657 0.165 0.075 0.83 1.49 0.29 -0.170
C 1.067 -3.103 2.801 -1.99 -0.53 0.87 -0.213
C 0.894 -4.302 3.523 -0.66 0.64 -0.31 -0.218
H -2.425 -3.968 4.364 0.48 -0.19 -0.41 0.221
H -2.123 -1.841 3.080 0.64 -0.83 0.07 0.218
H -0.897 -0.317 2.117 0.99 -0.20 -0.53 0.199
H 1.623 -1.494 0.835 0.54 -0.20 -0.71 0.179
H 0.523 1.440 0.757 0.61 -1.99 -2.30 0.195
H 2.008 3.077 0.732 0.38 -0.55 0.01 0.218
H 4.344 3.852 1.143 -0.34 -1.03 -0.29 0.216
H 5.846 -0.028 0.160 -0.26 -0.24 -0.09 0.213
H 3.517 -0.837 -0.251 -0.16 -0.65 -0.13 0.203
H 2.038 -2.821 2.463 0.45 0.19 -0.16 0.218
H 1.747 -4.898 3.805 0.08 -0.22 -0.19 0.218
```
Forces are in eV/Å.

## Properties
- net charge = -1
- Kohn-Sham gap (Ha) = 0.1561
- LUMO (eV) = 2.327
- HOMO (eV) = -1.92


No. 3
Formula: C2H5NO3S
Source: OMol25
Level of theory: the ωB97M-V functional and the def2-TZVPD basis

The geometry in XYZ format:
```
12
Properties=species:S:1:pos:R:3:forces:R:3:nbo_charge:R:1
C -0.403 -1.704 -2.356 -1.85 -0.24 4.63 0.078
C -0.119 -0.003 2.111 1.22 -3.24 0.10 -0.270
N 0.055 -1.496 -3.349 1.86 0.42 -4.26 -0.336
O 1.120 1.918 -0.943 -0.97 -1.69 0.79 -0.855
O -0.781 0.437 -0.846 -1.85 -2.48 -1.68 -0.974
O 0.709 0.540 1.137 1.07 0.54 -2.43 -0.715
S -0.150 1.379 -0.027 2.46 3.32 2.16 1.764
H 1.216 1.117 -1.519 0.47 0.81 0.00 0.494
H -0.776 -1.615 -1.344 0.06 -0.56 -0.67 0.248
H -1.004 -0.416 1.697 -1.18 -0.10 -0.28 0.182
H -0.237 0.727 2.800 -1.17 2.11 2.52 0.182
H 0.370 -0.883 2.640 -0.13 1.11 -0.88 0.201
```
Forces are in eV/Å.

## Properties
- energy above the lowest of the compared OMol25 structures with the same formula, charge and spin (kJ/mol) = 292.6
- Kohn-Sham gap (Ha) = 0.4174
- LUMO (eV) = 0.621
- HOMO (eV) = -10.74


No. 4
Formula: C5H14O
Source: OMol25
Level of theory: the ωB97M-V functional and the def2-TZVPD basis

The geometry in XYZ format:
```
20
Properties=species:S:1:pos:R:3:forces:R:3:nbo_charge:R:1
C 0.283 1.217 -1.302 -0.80 -0.20 1.27 0.092
C -1.247 1.150 -1.335 -0.23 0.56 1.32 -0.632
C 0.830 -0.063 -0.703 0.57 -0.78 -0.29 -0.639
O 0.688 1.481 -2.628 0.62 -0.15 -0.19 -0.716
H 0.562 2.023 -0.612 0.23 0.22 -0.34 0.151
H -1.726 2.074 -1.012 0.24 0.61 -0.83 0.212
H 0.639 -0.912 -1.368 -0.16 0.03 0.04 0.206
H 1.906 -0.086 -0.493 0.03 0.41 -0.28 0.206
H 0.376 -0.288 0.259 -0.30 0.22 -0.08 0.217
H 1.535 1.048 -2.798 -0.16 0.20 0.11 0.470
H -1.716 0.534 -0.563 0.52 -0.81 -0.27 0.206
H -1.526 0.860 -2.322 -0.60 -0.21 -0.57 0.225
C -1.048 -1.803 2.786 0.03 1.13 -0.02 -0.607
C 0.494 -1.615 2.745 -1.55 -1.84 0.31 -0.615
H -1.458 -1.281 3.652 -0.06 -0.28 0.14 0.202
H -1.513 -1.299 1.939 -0.09 -0.08 -0.18 0.196
H -1.394 -2.831 2.797 0.15 -0.15 -0.01 0.205
H 0.797 -1.549 1.709 0.52 0.42 0.14 0.204
H 0.874 -2.559 3.136 0.55 0.18 0.04 0.205
H 0.772 -0.832 3.428 0.48 0.53 -0.29 0.211
```
Forces are in eV/Å.

## Properties
- energy above the lowest of the compared OMol25 structures with the same formula, charge and spin (kJ/mol) = 93.0
- SMILES = CC(C)O.CC
- Kohn-Sham gap (Ha) = 0.4118
- LUMO (eV) = 0.954
- HOMO (eV) = -10.25


No. 5
Formula: C6H11N4O
Source: OMol25
Level of theory: the ωB97M-V functional and the def2-TZVPD basis

The geometry in XYZ format:
```
22
Properties=species:S:1:pos:R:3:forces:R:3:nbo_charge:R:1
C -3.006 -0.696 -0.233 0.74 0.38 0.53 0.289
C -0.571 -1.118 -0.134 -0.76 2.48 -0.16 0.416
C 1.715 -1.406 0.202 3.31 1.97 0.86 -0.258
C -1.617 0.965 0.678 0.07 0.01 0.48 -0.304
C 2.000 0.052 -0.343 0.95 -0.59 2.84 -0.252
C -0.552 0.410 -0.245 -0.41 0.11 -1.41 0.356
N -2.935 0.431 0.327 0.10 1.69 0.02 -0.443
N 0.432 -1.824 0.061 -2.51 -2.46 -0.55 -0.428
N -1.887 -1.498 -0.349 0.17 -4.51 -0.56 -0.624
N 0.898 0.858 0.217 -2.42 2.47 -1.18 -0.535
O -0.796 0.691 -1.593 1.18 0.23 -0.23 -0.719
H -3.982 -0.983 -0.636 0.51 -0.61 0.21 0.233
H 2.461 -2.031 -0.232 0.14 -0.82 -1.13 0.240
H 2.018 -1.604 1.238 -0.13 0.83 0.38 0.231
H -1.284 0.658 1.680 -0.54 0.03 0.26 0.209
H -1.653 2.075 0.682 0.00 -0.59 -0.18 0.236
H 2.957 0.616 -0.107 -0.95 -1.25 0.18 0.246
H 1.967 -0.001 -1.377 -0.65 0.26 -2.09 0.238
H -2.002 -2.557 -0.472 0.04 2.22 0.10 0.443
H 0.754 0.730 1.231 0.97 0.39 -0.24 0.440
H 0.995 1.910 -0.038 -0.23 -2.08 0.78 0.459
H -1.554 1.240 -1.880 0.42 -0.16 1.09 0.527
```
Forces are in eV/Å.

## Properties
- energy above the lowest of the compared OMol25 structures with the same formula, charge and spin (kJ/mol) = 80.1
- SMILES = O[C@@]12CN=CNC1=NCC[NH2+]2
- net charge = +1
- Kohn-Sham gap (Ha) = 0.3577
- LUMO (eV) = -3.320
- HOMO (eV) = -13.05


No. 6
Formula: C23H22N2O3
Source: OMol25
Level of theory: the ωB97M-V functional and the def2-TZVPD basis

The geometry in XYZ format:
```
50
Properties=species:S:1:pos:R:3:forces:R:3:nbo_charge:R:1
C 4.310 1.340 1.326 0.21 0.13 0.07 -0.629
C 2.950 0.725 1.331 -0.16 0.16 -0.18 0.010
C 2.673 -0.319 2.204 -0.06 0.10 -0.08 -0.211
C 1.422 -0.909 2.257 -0.07 0.08 -0.07 -0.175
C 0.415 -0.487 1.409 0.16 0.14 0.00 -0.141
C 0.671 0.512 0.481 0.22 0.49 0.31 -0.096
C 1.920 1.138 0.474 -0.42 -1.01 0.90 0.065
N 2.111 2.205 -0.466 0.21 0.38 -0.39 0.525
O 2.927 3.065 -0.221 0.10 0.23 0.08 -0.366
O 1.436 2.177 -1.479 -0.03 0.10 -0.31 -0.395
C -0.494 1.044 -0.310 0.01 0.00 0.33 0.694
O -1.147 1.945 0.181 0.04 0.08 0.05 -0.609
N -0.836 0.404 -1.449 -0.28 -0.21 -0.22 -0.449
C -2.028 0.876 -2.131 -0.30 0.08 -0.03 -0.212
H -1.826 0.955 -3.202 0.04 0.02 0.04 0.199
H -2.252 1.871 -1.739 0.01 -0.09 -0.17 0.241
C -3.223 -0.054 -1.872 0.18 0.24 0.01 -0.424
C -3.568 -0.063 -0.408 -0.11 -0.12 -0.09 -0.026
C -3.249 -1.144 0.399 0.00 -0.02 -0.08 -0.232
C -3.508 -1.115 1.759 0.02 -0.06 0.14 -0.206
C -4.095 0.000 2.327 0.01 -0.04 0.12 -0.219
C -4.431 1.080 1.527 -0.06 0.09 -0.01 -0.211
C -4.170 1.047 0.171 -0.04 -0.09 0.04 -0.143
H -4.429 1.895 -0.446 0.00 0.13 -0.07 0.202
H -4.893 1.952 1.965 -0.04 0.08 0.03 0.213
H -4.291 0.029 3.389 -0.02 0.01 0.08 0.212
H -3.249 -1.966 2.374 0.00 -0.06 0.05 0.208
H -2.798 -2.026 -0.036 0.03 -0.05 -0.06 0.201
H -2.982 -1.065 -2.210 -0.04 -0.02 -0.05 0.202
H -4.071 0.309 -2.456 -0.02 -0.06 -0.06 0.220
C 0.076 -0.418 -2.232 0.25 0.08 -0.11 -0.237
C 0.805 -1.483 -1.458 0.09 -0.26 -0.21 -0.044
C 0.111 -2.553 -0.908 0.05 0.00 -0.14 -0.156
C 0.774 -3.532 -0.193 -0.09 -0.07 -0.01 -0.226
C 2.148 -3.462 -0.031 0.06 -0.05 0.04 -0.213
C 2.853 -2.418 -0.604 0.07 -0.06 0.02 -0.205
C 2.186 -1.439 -1.317 -0.11 -0.05 -0.13 -0.199
H 2.742 -0.631 -1.771 0.04 0.13 -0.03 0.214
H 3.927 -2.368 -0.497 0.10 0.01 0.02 0.216
H 2.668 -4.224 0.530 0.05 -0.07 0.05 0.215
H 0.221 -4.356 0.235 -0.05 -0.08 0.04 0.214
H -0.958 -2.615 -1.044 -0.15 0.01 0.00 0.199
H -0.527 -0.905 -3.003 0.04 0.07 0.06 0.215
H 0.803 0.239 -2.725 -0.10 -0.17 -0.05 0.217
H -0.570 -0.924 1.454 -0.10 -0.04 -0.02 0.227
H 1.231 -1.699 2.967 -0.02 -0.09 0.07 0.220
H 3.453 -0.665 2.865 0.11 -0.01 0.03 0.216
H 4.690 1.466 0.314 0.08 0.01 0.00 0.229
H 4.275 2.332 1.774 0.09 0.01 -0.02 0.244
H 5.003 0.724 1.893 0.02 -0.07 0.03 0.211
```
Forces are in eV/Å.

## Properties
- energy above the lowest of the compared OMol25 structures with the same formula, charge and spin (kJ/mol) = 416.9
- SMILES = Cc1cccc(C(=O)N(CCc2ccccc2)Cc2ccccc2)c1[N+](=O)[O-]
- Kohn-Sham gap (Ha) = 0.3152
- LUMO (eV) = -0.297
- HOMO (eV) = -8.87


E_tot (a.u.)
-1143.41513; -6469.32103; -757.78948; -274.10663; -529.19706; -1224.80894